Here is a 6-piece molecular cluster, C40H82N5O11P overall in a non-equilibrium geometry from the Open Molecules 2025 dataset. Energies are from ωB97M-V/def2-TZVPD.

Values from the calculation:
**HOMO energy**: -0.30532 hartree
**Calculated total energy**: -3015.93671 hartree

Last column: Mulliken charge in e.
CARTESIAN COORDINATES (ANGSTROEM)
P (-0.130, -0.892, -2.796)  1.19
O (-2.826, -8.815, -9.708)  -0.39
O (1.713, -3.961, -6.552)  -0.39
O (-1.555, -0.034, -2.623)  -0.47
O (-0.262, -2.333, -2.471)  -0.69
O (0.343, -0.616, -4.391)  -0.45
O (-2.457, -0.333, 1.656)  -0.47
O (-0.183, -0.802, 0.104)  0.32
O (3.927, 7.314, 7.756)  -0.40
O (3.085, -1.913, 0.704)  -0.45
O (3.378, 8.313, 1.666)  -0.45
O (-2.933, -3.895, 4.145)  -0.16
N (1.561, 6.787, 3.268)  -0.67
N (5.065, 8.622, 10.054)  -0.75
N (-0.830, -6.755, -9.945)  -0.65
N (-5.733, -4.121, 3.511)  -0.72
N (-1.120, -3.512, -6.379)  -0.69
C (-5.316, -5.664, 5.349)  -1.41
C (-2.152, 3.425, 2.107)  -0.90
C (4.514, 8.600, 7.627)  -0.47
C (-2.302, -10.117, -9.512)  -0.64
C (1.177, -0.537, -0.255)  1.46
C (-5.659, -0.293, -1.246)  -0.47
C (-0.185, 4.524, 0.664)  -1.14
C (-4.532, -1.185, -1.459)  -0.69
C (4.553, 9.418, 8.932)  0.27
C (-2.597, -7.916, -8.632)  -0.99
C (3.203, 10.011, 9.323)  -1.39
C (-3.444, -0.401, 0.682)  0.78
C (1.136, 4.326, -0.017)  -0.50
C (-3.460, -5.124, 3.662)  -0.81
C (-1.793, -1.586, 1.870)  -0.75
C (1.896, 0.499, 0.709)  -1.34
C (1.167, -2.706, -6.932)  -0.30
C (-4.591, 0.511, 0.863)  -0.41
C (3.735, 6.622, 4.356)  -1.36
C (2.109, -4.783, -7.637)  -0.33
C (-0.051, 2.124, 1.370)  -0.01
C (2.927, 6.325, 3.096)  0.69
C (-0.314, -2.758, -7.347)  0.40
C (-3.429, -1.247, -0.502)  -0.05
C (1.127, 0.023, -1.742)  -1.80
C (-1.196, -7.277, -8.622)  1.04
C (-0.537, -3.344, -8.738)  -1.15
C (4.291, 9.108, 2.403)  -0.60
C (3.555, 6.911, 1.820)  -0.40
C (-2.649, -3.880, 5.534)  -0.83
C (1.842, 3.048, -0.013)  -0.81
C (-0.310, -1.594, 1.276)  0.03
C (-0.097, -8.221, -8.141)  -1.43
C (-4.969, -5.311, 3.905)  0.33
C (-0.774, 3.398, 1.370)  0.66
C (2.768, -2.821, 1.767)  -0.61
C (2.509, 7.310, 7.732)  -0.75
C (2.093, -1.869, -0.327)  -0.81
C (1.223, 1.904, 0.699)  0.58
C (-5.700, 0.600, -0.070)  -0.54
H (5.546, 8.419, 7.314)  0.31
H (2.112, 7.435, 8.741)  0.28
H (3.418, 5.966, 5.170)  0.35
H (-5.300, -3.318, 3.965)  0.34
H (-0.411, -8.766, -7.247)  0.35
H (-0.075, -2.689, 1.109)  0.14
H (4.036, 9.162, 6.814)  0.27
H (2.897, -5.451, -7.281)  0.29
H (-2.379, -2.487, 1.568)  0.32
H (5.279, 8.644, 2.470)  0.30
H (-2.625, 4.436, 2.086)  0.37
H (4.528, 7.757, 10.081)  0.33
H (-5.274, -4.801, 6.014)  0.28
H (0.194, -8.947, -8.900)  0.29
H (1.586, 5.178, -0.576)  0.51
H (2.506, -2.225, 2.681)  0.24
H (2.152, 0.032, -2.213)  0.45
H (1.457, -2.784, -0.410)  0.44
H (-2.091, 2.966, 3.127)  0.31
H (-6.522, 1.316, 0.138)  0.37
H (1.959, 0.130, 1.766)  0.34
H (0.798, 1.108, -1.765)  0.46
H (3.605, 7.646, 4.710)  -0.01
H (-1.647, -1.673, 2.986)  0.13
H (-2.297, -4.851, 5.892)  0.35
H (0.176, -2.932, -9.457)  0.36
H (-5.581, -3.947, 2.520)  0.27
H (-0.979, -7.506, -10.617)  0.34
H (-3.295, -5.107, 2.581)  0.35
H (-2.355, -10.428, -8.465)  0.29
H (5.238, 10.256, 8.768)  0.42
H (-1.273, -10.171, -9.874)  0.23
H (1.560, 7.804, 3.195)  0.35
H (-2.896, -10.810, -10.110)  0.26
H (2.502, -4.198, -8.473)  0.30
H (2.529, 9.273, 9.758)  0.29
H (-1.229, -6.436, -7.920)  0.03
H (3.338, 10.795, 10.072)  0.35
H (-1.863, -3.141, 5.706)  0.24
H (-3.330, -7.114, -8.761)  0.37
H (0.801, -7.654, -7.884)  0.26
H (0.918, 0.176, -4.325)  0.29
H (4.392, 10.065, 1.888)  0.29
H (-4.642, -6.431, 5.739)  0.34
H (2.902, 5.237, 2.979)  0.31
H (-0.682, -1.727, -7.368)  0.40
H (6.009, 8.313, 9.832)  0.28
H (2.963, 0.646, 0.376)  0.50
H (-0.659, -4.409, -6.235)  0.29
H (-1.050, -3.057, -5.471)  0.24
H (-1.542, -3.102, -9.093)  0.40
H (-0.499, 1.260, 1.913)  0.02
H (-2.552, -1.932, -0.626)  0.19
H (-2.881, -5.971, 4.052)  0.43
H (-5.296, -6.148, 3.281)  0.40
H (-0.450, -4.430, -8.755)  -0.08
H (2.662, -1.800, -1.300)  0.28
H (2.813, 2.934, -0.557)  0.41
H (3.662, -3.461, 2.005)  0.28
H (1.921, -3.519, 1.551)  0.24
H (-2.830, 2.744, 1.511)  0.02
H (1.241, -2.072, -6.044)  -0.05
H (-3.527, -3.560, 6.098)  0.27
H (-1.511, -6.049, -10.217)  0.24
H (0.370, -1.266, 2.107)  0.16
H (3.049, 6.458, 0.963)  0.05
H (2.105, 8.076, 7.064)  0.32
H (2.706, 10.461, 8.459)  0.34
H (-1.265, 0.855, -2.336)  0.32
H (1.787, -2.232, -7.704)  0.41
H (-4.605, 1.191, 1.751)  0.32
H (1.275, -5.406, -7.967)  -0.10
H (1.034, 6.484, 2.451)  0.19
H (-6.333, -6.058, 5.406)  0.36
H (-2.827, -8.395, -7.672)  0.44
H (3.898, 9.313, 3.401)  0.19
H (-6.526, -0.242, -1.942)  0.34
H (4.616, 6.644, 1.733)  0.42
H (-0.732, 5.492, 0.632)  0.41
H (4.801, 6.450, 4.190)  0.36
H (-4.503, -1.856, -2.347)  0.40
H (2.182, 6.333, 7.372)  0.30

---

Here is one molecule with the formula C5H11ClN2 in a non-equilibrium geometry from the Open Molecules 2025 dataset. Energies are from ωB97M-V/def2-TZVPD.

Values from the calculation:
**HOMO energy**: -0.33168 hartree
**Calculated total energy**: -766.78162 hartree

Last column: Mulliken charge in e.
CARTESIAN COORDINATES (ANGSTROEM)
Cl (2.410, 0.289, 1.744)  -0.21
N (1.271, -1.008, -1.464)  -0.58
N (-0.674, -0.986, 1.894)  -0.61
C (-1.176, 1.056, -1.295)  -1.44
C (0.139, -1.079, -0.515)  -0.66
C (-1.082, -0.156, -0.424)  0.00
C (-0.126, -0.237, 0.759)  0.62
C (0.888, 0.867, 1.026)  -0.72
H (1.202, -0.214, -2.097)  0.28
H (-1.107, -0.337, 2.572)  0.29
H (-1.779, 1.871, -0.815)  0.30
H (0.493, 1.632, 1.654)  0.47
H (-0.094, -2.134, -0.448)  0.44
H (2.168, -1.039, -0.991)  0.27
H (-1.602, 0.784, -2.265)  0.37
H (-0.158, 1.446, -1.503)  0.26
H (0.139, -1.411, 2.410)  0.34
H (1.152, 1.321, 0.091)  0.19
H (-2.065, -0.666, -0.331)  0.40

---

Here is one molecule with the formula C30H32N2O3 in a non-equilibrium geometry from the Open Molecules 2025 dataset. Energies are from ωB97M-V/def2-TZVPD.

Values from the calculation:
**HOMO energy**: -0.25401 hartree
**Calculated total energy**: -1497.49420 hartree

Last column: Mulliken charge in e.
CARTESIAN COORDINATES (ANGSTROEM)
O (1.874, -1.763, -1.833)  -0.85
O (1.252, 1.622, -7.162)  -0.44
O (-0.674, -0.388, 1.251)  -0.18
N (-0.139, -2.779, -3.997)  0.39
N (-0.501, -4.263, -2.430)  0.05
C (0.350, 4.663, 4.710)  -1.50
C (-0.296, -3.339, 3.989)  -0.54
C (0.529, -1.354, 0.835)  -0.19
C (2.069, -2.841, 4.037)  -0.44
C (-0.905, -3.808, -4.559)  -0.32
C (-0.492, -5.000, -1.182)  -0.90
C (-1.125, 3.267, 3.263)  0.23
C (1.995, -2.299, 2.740)  -0.28
C (-0.582, -1.212, -5.796)  -0.51
C (-0.365, -2.853, 2.657)  -0.43
C (-1.110, -4.735, -3.588)  -0.65
C (0.745, -2.215, 2.136)  0.39
C (2.507, 2.365, -6.898)  -0.77
C (-1.788, 0.984, 2.809)  -0.66
C (0.064, -3.061, -2.670)  0.23
C (0.067, -2.160, -0.320)  -1.27
C (1.024, 0.508, -6.400)  0.94
C (-1.075, 4.536, 4.144)  1.93
C (-0.265, 3.195, 2.165)  -0.39
C (-0.790, 0.844, 1.820)  -0.08
C (1.511, -1.067, -4.623)  -0.53
C (-1.951, 2.176, 3.526)  -0.09
C (0.743, -2.258, -1.574)  0.53
C (-1.378, 5.786, 3.298)  -1.50
C (-0.104, 2.011, 1.420)  -1.01
C (-2.065, 4.497, 5.324)  -1.99
C (-0.223, -0.124, -6.602)  -0.84
C (0.920, -3.301, 4.686)  -0.50
C (0.266, -1.674, -4.757)  0.30
C (1.923, -0.002, -5.427)  -0.61
H (-1.303, -2.894, 2.111)  0.33
H (-0.611, -6.067, -1.427)  0.38
H (-1.628, -5.680, -3.601)  0.43
H (0.432, 5.576, 5.323)  0.42
H (-2.713, 2.195, 4.309)  0.37
H (0.526, 1.994, 0.530)  0.46
H (1.094, 4.714, 3.897)  0.33
H (2.897, 0.452, -5.298)  0.38
H (-1.341, -4.716, -0.537)  0.35
H (2.457, 3.211, -7.601)  0.24
H (3.040, -2.866, 4.556)  0.35
H (1.285, -0.558, 0.586)  0.78
H (2.883, -1.927, 2.227)  0.42
H (3.403, 1.729, -7.112)  0.31
H (-0.917, -2.623, -0.240)  0.51
H (-2.410, 5.746, 2.911)  0.36
H (0.583, 3.790, 5.344)  0.36
H (0.325, 4.066, 1.886)  0.29
H (-1.212, -3.724, 4.454)  0.35
H (-1.234, -3.828, -5.574)  0.46
H (-0.897, 0.251, -7.367)  0.41
H (-1.932, 5.416, 5.922)  0.42
H (0.447, -4.867, -0.626)  0.35
H (-1.868, 3.626, 5.975)  0.41
H (-1.272, 6.688, 3.926)  0.42
H (2.542, 2.735, -5.843)  0.33
H (-1.545, -1.692, -5.975)  0.38
H (0.972, -3.710, 5.704)  0.36
H (-3.109, 4.461, 4.964)  0.39
H (-2.415, 0.089, 3.007)  0.33
H (-0.683, 5.869, 2.446)  0.30
H (2.190, -1.414, -3.871)  0.50

---

Here is one molecule with the formula CH2NO2P in a non-equilibrium geometry from the Open Molecules 2025 dataset. Energies are from ωB97M-V/def2-TZVPD.

Values from the calculation:
**HOMO energy**: -0.37774 hartree
**Calculated total energy**: -585.84875 hartree

Last column: Mulliken charge in e.
CARTESIAN COORDINATES (ANGSTROEM)
P (-0.555, -0.764, 0.713)  0.65
O (-1.958, -0.990, 0.711)  -0.45
O (0.732, 0.008, -1.666)  -0.56
N (0.046, 0.625, 0.295)  -0.37
C (0.687, 0.850, -0.807)  0.29
H (1.078, 1.938, -0.849)  0.30
H (-0.030, -1.667, 1.603)  0.14

---

Here is a 2-piece molecular cluster, I3OP overall in a non-equilibrium geometry from the Open Molecules 2025 dataset. Energies are from ωB97M-V/def2-TZVPD.

Values from the calculation:
**HOMO energy**: -0.34389 hartree
**Calculated total energy**: -1309.70743 hartree

Last column: Mulliken charge in e.
CARTESIAN COORDINATES (ANGSTROEM)
I (-0.055, 2.661, -0.229)  -0.13
I (-2.818, -0.964, -1.027)  0.01
I (-4.927, 0.356, 0.017)  -0.02
P (0.240, 0.755, 1.425)  0.41
O (0.288, -0.334, 0.465)  -0.28

---

Please write out number 4 again, unchanged.
Here is one molecule with the formula CH2NO2P in a non-equilibrium geometry from the Open Molecules 2025 dataset. Energies are from ωB97M-V/def2-TZVPD.

Values from the calculation:
**HOMO energy**: -0.37774 hartree
**Calculated total energy**: -585.84875 hartree

Last column: Mulliken charge in e.
CARTESIAN COORDINATES (ANGSTROEM)
P (-0.555, -0.764, 0.713)  0.65
O (-1.958, -0.990, 0.711)  -0.45
O (0.732, 0.008, -1.666)  -0.56
N (0.046, 0.625, 0.295)  -0.37
C (0.687, 0.850, -0.807)  0.29
H (1.078, 1.938, -0.849)  0.30
H (-0.030, -1.667, 1.603)  0.14

---

- What is the HOMO energy in the first record?
  -0.30532 hartree